Entry 1:
The following is a quantum chemistry calculation of a molecular structure, C17H48BaF6O13 at a distorted geometry, from the OMol25 dataset.

```
85
Properties=species:S:1:pos:R:3:mulliken_charge:R:1
Ba 1.1238 -2.6854 -0.8566 2.14
C 3.7950 -3.4167 -1.2439 -0.02
O 3.0731 -2.6281 -0.2642 -0.52
O 2.7948 -4.3050 -1.5920 -0.99
C 4.5379 -2.6261 -2.2929 0.87
F 3.7452 -2.1061 -3.2196 -0.26
F 5.2112 -1.5670 -1.8523 -0.24
F 5.3042 -3.4753 -2.9696 -0.31
C 3.7635 -2.1859 0.9286 -0.92
C 2.8485 -1.2257 1.7069 0.19
H 1.8642 -1.6918 1.7514 0.03
H 3.2674 -0.8632 2.6457 0.38
H 2.8079 -0.2855 1.1570 -0.01
H 4.5484 -1.5031 0.6033 0.52
H 4.0984 -2.9726 1.6046 0.52
H 4.6124 -3.8415 -0.6611 0.28
C 0.9819 0.1455 -0.2848 1.99
O -0.4272 -0.2602 -0.3335 0.37
O 1.5790 -0.8022 -1.0702 -1.37
C 1.0238 1.6694 -0.7394 0.18
F 0.5033 2.5179 0.1334 -0.27
F 2.3067 2.0393 -1.0058 -0.16
F 0.3501 1.8564 -1.9254 -0.86
C -1.3699 0.1463 0.6976 -0.75
C -2.6534 -0.7308 0.4983 -5.35
H -3.2986 -0.7951 1.3745 2.10
H -3.1735 -0.5833 -0.4481 0.81
H -2.4725 -1.7866 0.2962 0.50
H -1.6668 1.1951 0.6917 -0.04
H -1.0244 0.1443 1.7313 0.44
H 1.3420 0.0297 0.7375 -1.33
C -1.8016 1.3155 -3.8557 -0.95
O -0.9709 2.2351 -3.1276 -0.61
H -2.2579 1.7313 -4.7540 0.35
H -1.2376 0.4518 -4.2082 0.35
H -2.5344 0.8604 -3.1894 0.26
H -0.3598 1.6465 -2.6784 0.82
C -1.6005 -1.8976 -2.5085 -1.05
O -0.5818 -1.9323 -1.5216 -0.64
H -1.3992 -1.1941 -3.3163 0.03
H -1.8258 -2.8575 -2.9732 0.32
H -2.4454 -1.5171 -1.9344 0.27
H -0.5364 -1.0818 -1.0786 1.52
C 0.8910 2.0617 2.6159 -0.29
O -0.0943 1.1418 2.9900 -0.33
H 0.6297 2.8236 1.8816 0.03
H 1.3142 2.6090 3.4582 0.37
H 1.7265 1.5051 2.1912 0.17
H 0.3303 0.4168 3.4544 0.52
C -0.7917 -2.3880 1.7508 0.68
O -0.8785 -2.9347 0.4153 -0.29
H -0.7031 -3.2243 2.4443 0.42
H 0.0308 -1.6829 1.6302 -1.02
H -1.7379 -1.8844 1.9491 0.00
H -1.5809 -3.5667 0.2455 0.18
C 1.1468 3.9223 -2.0422 0.25
O 0.7173 5.1160 -1.3234 -0.60
H 0.3538 3.3659 -2.5418 0.30
H 2.0423 4.0927 -2.6398 0.40
H 1.4484 3.2146 -1.2700 -0.52
H 1.3000 5.3785 -0.6071 0.31
C -4.2831 1.1722 2.4686 -0.63
O -3.6682 2.3492 1.9425 -0.74
H -5.3408 1.2006 2.7304 0.47
H -4.2010 0.3707 1.7345 0.61
H -3.7837 0.8444 3.3803 0.19
H -2.7439 2.2631 2.1871 1.20
C -1.5655 3.1045 1.6194 -1.65
O -1.6539 2.0719 2.6784 -0.81
H -0.5319 3.4485 1.6566 0.20
H -1.8348 2.6730 0.6553 0.78
H -2.2530 3.9439 1.7232 0.55
H -0.8033 1.6280 2.7080 0.37
C -4.4405 -2.3062 0.8712 -0.79
O -4.5755 -1.5599 1.9875 -0.56
H -4.9558 -3.2542 1.0257 0.49
H -4.8497 -1.7603 0.0211 0.26
H -3.3903 -2.5054 0.6578 0.65
H -5.4964 -1.5134 2.2544 0.39
C 4.0433 0.6262 -1.2009 -0.96
O 3.0173 -0.0860 -1.8821 -0.48
H 4.3214 0.0489 -0.3192 0.09
H 4.9263 0.6804 -1.8377 0.30
H 3.7414 1.6676 -1.0885 0.32
H 2.3314 -0.2413 -1.2287 0.59
```

Total energy: -2277.93822 a.u.
LUMO level: -0.6 eV
2S+1: 1
Frontier orbital gap: 0.26568 Ha

Entry 2:
The following is a quantum chemistry calculation of 5 unconnected molecules or ions with the total composition C17H48N6O5 at a distorted geometry, from the OMol25 dataset.

```
76
Properties=species:S:1:pos:R:3:mulliken_charge:R:1
C 13.6786 16.8638 12.9407 -0.38
O 14.7255 16.5769 11.9986 -0.31
C 15.3430 17.6312 11.2476 -0.79
C 14.5814 18.0749 10.0049 0.63
C 13.0867 18.3174 10.2387 -1.50
N 14.7907 17.0240 8.9714 -0.79
H 14.0723 17.5577 13.6857 0.21
H 13.3783 15.9434 13.4184 -0.07
H 12.8968 17.4074 12.4213 0.34
H 15.4538 18.4805 11.9312 0.25
H 16.3280 17.2358 11.0164 0.35
H 15.0160 19.0390 9.7220 0.33
H 13.0027 18.9511 11.1352 0.35
H 12.5048 17.4084 10.3347 0.39
H 12.7323 19.0704 9.5306 0.37
H 14.0547 17.0554 8.2708 0.28
H 14.5291 16.1977 9.5192 0.28
C 19.2829 18.0314 14.9043 -0.83
O 18.6220 17.0996 14.1052 -0.31
C 18.7286 15.7376 14.4518 -1.25
C 17.4857 15.0116 14.0137 2.46
C 17.4968 13.5829 14.5703 -1.52
N 17.3297 15.0525 12.5652 -0.82
H 19.3632 19.0009 14.4247 0.24
H 20.2976 17.7442 15.2212 0.36
H 18.7695 18.0757 15.8771 0.32
H 19.7142 15.3237 14.2032 0.41
H 18.7575 15.6903 15.5592 0.43
H 16.6416 15.5796 14.4246 -1.13
H 17.4914 13.6222 15.6590 0.35
H 18.3405 13.0339 14.1522 0.41
H 16.6155 13.0146 14.2632 0.28
H 17.4740 15.9493 12.1182 0.35
H 16.3367 14.9564 12.3545 0.33
C 17.7840 24.9464 18.7594 -0.75
O 16.8878 24.2438 19.5828 -0.34
C 16.1308 23.3033 18.8617 -0.86
C 14.9785 23.9119 18.0725 0.79
C 14.0016 24.6850 18.9549 -1.48
N 14.2036 22.8054 17.4342 -0.72
H 18.4318 24.2892 18.1735 0.32
H 18.3574 25.6281 19.3891 0.28
H 17.3204 25.6370 18.0400 0.28
H 16.6449 22.5654 18.2292 0.37
H 15.6857 22.6002 19.5786 0.37
H 15.4250 24.5663 17.3121 0.31
H 13.2393 24.0095 19.3448 0.38
H 13.4259 25.5181 18.5418 0.35
H 14.5480 25.1383 19.7883 0.31
H 14.8385 22.2484 16.8566 0.25
H 13.6796 23.3445 16.7449 0.29
C 13.2218 12.1031 15.0749 -0.86
O 12.9948 13.4986 15.1856 -0.25
C 12.8573 13.9307 16.5244 -0.77
C 13.3072 15.4069 16.6658 -0.03
C 12.2732 16.3090 15.9920 -1.45
N 14.6193 15.5448 15.9976 -0.29
H 13.8199 11.6196 15.8514 0.36
H 13.6989 11.9490 14.1087 0.26
H 12.2500 11.5971 15.0918 0.29
H 11.8451 13.7723 16.9073 0.42
H 13.6058 13.3992 17.1270 0.45
H 13.4143 15.6658 17.7190 0.49
H 12.5375 17.3524 15.8259 0.30
H 11.3863 16.4032 16.6297 0.46
H 11.9297 15.8812 15.0500 0.27
H 14.5913 14.8990 15.2119 0.10
H 15.3200 15.2235 16.6610 0.23
N 16.3459 19.0578 14.5364 0.09
C 15.5333 19.4564 15.5545 0.37
N 15.1034 18.4407 16.3730 -0.15
O 15.2389 20.6388 15.7514 -0.88
H 16.5319 18.0728 14.4666 -0.17
H 16.8582 19.7805 14.0713 0.22
H 15.2681 17.4877 16.0397 0.16
H 14.6947 18.6872 17.2515 0.23
```

Total energy: -1381.16790 a.u.
LUMO level: 0.5 eV
2S+1: 1
SMILES string: COC[C@H](C)N.COC[C@H](C)N.COC[C@H](C)N.COC[C@H](C)N.NC(N)=O
Frontier orbital gap: 0.34498 Ha